No. 1
The following is a quantum chemistry calculation of a cluster of 2 separate species, C19H14ClFO in total at a distorted geometry, from the OMol25 dataset.

The value obtained for the highest occupied orbital energy is -5.8 eV. Its max |F| is 2.7 eV Å⁻¹. As for the HOMO-LUMO gap: 2.6 eV. Its multiplicity is 1. For the LUMO energy, the calculation gives -3.10 eV. The electronic energy comes out at -37214.00753 eV.

Positions of all 36 atoms, in Å:
1 C -0.5663 -2.0035 -2.8266
2 C 2.4687 -0.6229 0.5920
3 C 1.6364 -0.0375 -0.4277
4 H 0.6609 -1.9153 -0.6623
5 C -1.8464 0.2740 1.6739
6 H -0.4587 -2.9154 -2.2339
7 H 1.2222 1.8392 -1.4482
8 C -0.9713 -0.5829 3.8565
9 H -1.7946 -2.9165 -4.3394
10 C -0.7778 0.3366 -4.3341
11 C -0.9576 -0.5598 2.4825
12 H -0.2361 -1.1952 4.3767
13 C -2.8552 0.9727 2.4837
14 C -1.3023 -2.0207 -3.9988
15 C -2.8591 0.9427 3.8704
16 F -2.1713 -0.8134 -5.8568
17 H 4.1612 2.1288 1.6963
18 Cl -1.9045 0.1178 6.2968
19 H 2.8400 3.1505 -0.1636
20 C 1.8272 1.3510 -0.6829
21 O -1.6797 0.3464 0.4316
22 C -0.0099 0.3488 -3.1755
23 C -1.9167 0.1688 4.5767
24 H -3.5857 1.5163 4.4521
25 H -0.8747 1.2420 -4.9204
26 C 3.3468 0.1410 1.3416
27 C 0.7507 -0.9179 -1.0993
28 C 3.4893 1.5153 1.0985
29 C 0.0579 -0.7996 -2.3316
30 H -0.2207 -1.1415 1.9382
31 H 0.5382 1.2472 -2.9050
32 C 2.7419 2.0909 0.0677
33 H 2.3688 -1.7022 0.7653
34 C -1.4184 -0.8321 -4.7254
35 H 3.9078 -0.3344 2.1383
36 H -3.6108 1.5810 1.9928

Atomic partial charges in e from the Löwdin method, atoms 1 to 5: atom 1 (C): 0.025, atom 2 (C): -0.003, atom 3 (C): -0.183, atom 4 (H): 0.129, atom 5 (C): -0.474

---

No. 2
The following is a quantum chemistry calculation of a structure of composition C19H14GeIN4NiS5Sb, from the OMol25 dataset.

Its expectation value of S² is 3.772. The value obtained for the highest occupied orbital energy (alpha / beta) is -4.7 / -4.8 eV. Its max |F| is 0.8 eV Å⁻¹. As for the HOMO-LUMO gap (alpha / beta): 6.7 / 5.1 eV. Its multiplicity is 4. For the LUMO energy (alpha / beta), the calculation gives 1.92 / 0.29 eV. As for the net charge: -1. The electronic energy comes out at -192268.29635 eV.

Positions of all 46 atoms, in Å:
1 C 0.9576 -1.8631 -0.8201
2 H -3.4933 -2.1408 1.0053
3 H 0.2268 -3.8267 -3.4815
4 N -2.8839 -0.7465 2.3345
5 C 5.4642 2.0657 0.9690
6 Ge 1.0345 1.0061 -0.3708
7 S -0.0440 0.5770 1.5402
8 N -3.3048 -1.9650 1.9863
9 C 0.7512 -3.0178 -1.5620
10 C -3.0016 -2.0596 4.1365
11 C 4.9200 0.8280 1.2947
12 C -3.3896 -2.7935 3.0387
13 H 0.0065 -1.6122 -4.5533
14 H -2.3308 0.0934 4.1706
15 H 5.1390 3.9460 -0.0104
16 H 3.2114 -0.4545 1.1591
17 C -2.7747 2.1890 -3.4255
18 I -2.9082 -2.7149 6.0846
19 H 1.1707 -1.9416 0.2409
20 S -2.8817 2.5049 2.4252
21 C 0.5226 -0.5305 -2.7735
22 S -2.4289 2.4027 -0.7394
23 C 3.4279 2.6544 -0.1684
24 C 0.8473 -0.6079 -1.4209
25 N -3.0707 -1.1806 -4.4231
26 H 6.4678 2.3187 1.2898
27 C -2.9328 -0.5936 -3.4414
28 Sb -0.5154 2.9363 2.4053
29 C 0.2978 -1.6847 -3.5132
30 H 2.8496 3.3745 -0.7371
31 C 4.7184 2.9791 0.2387
32 S -0.5716 2.4354 4.6461
33 H -3.7192 -3.8145 2.9423
34 H 5.4994 0.1168 1.8717
35 C -2.6639 1.4610 -2.1823
36 Ni -2.3096 0.7511 0.9121
37 N -2.8687 2.7779 -4.4105
38 H 0.4976 2.2127 -1.1417
39 H 0.4003 0.4378 -3.2478
40 C -2.7531 0.1101 -2.1924
41 S -2.6166 -0.8607 -0.7628
42 C 2.8696 1.4165 0.1474
43 C 3.6311 0.5085 0.8888
44 H 0.8278 -3.9879 -1.0859
45 C 0.4150 -2.9277 -2.9079
46 C -2.6916 -0.7795 3.6441

Atomic partial charges in e from the Löwdin method, atoms 1 to 5: atom 1 (C): -0.143, atom 2 (H): 0.055, atom 3 (H): 0.099, atom 4 (N): -0.075, atom 5 (C): -0.103

---

No. 3
The following is a quantum chemistry calculation of a structure of composition C19H14IN2O6Ti at a distorted geometry, from the OMol25 dataset.

The value obtained for the highest occupied orbital energy (alpha / beta) is -3.1 / -3.3 eV. Its max |F| is 1.6 eV Å⁻¹. As for the HOMO-LUMO gap (alpha / beta): 5.7 / 5.8 eV. Its multiplicity is 1. For the LUMO energy (alpha / beta), the calculation gives 2.56 / 2.55 eV. As for the net charge: -1. The electronic energy comes out at -66416.89083 eV.

Positions of all 43 atoms, in Å:
1 H -1.2429 5.5102 1.5772
2 H -0.0918 3.8906 3.1595
3 O 1.6196 -0.8079 -1.5399
4 C -3.7938 -2.3380 -0.4115
5 O 0.1848 1.2996 -1.9648
6 O -0.5581 3.2159 -2.9521
7 H 4.2891 0.0187 -0.5898
8 C -0.2563 3.6552 2.1175
9 O 1.2999 0.4386 1.5089
10 C -2.6190 -1.6532 -0.2738
11 C 3.6151 0.4868 -1.3075
12 C 0.1656 2.4347 1.6448
13 O 1.4655 1.5538 3.4489
14 C -2.7333 -4.3118 0.4228
15 C -0.9657 4.2568 -0.1168
16 C -3.8506 -3.6993 -0.0623
17 C 1.0218 1.4241 2.3265
18 H -4.7762 -4.2488 -0.1833
19 C -1.4125 -2.2243 0.2118
20 C -0.3811 -4.2761 1.0814
21 H -0.4713 -5.3187 1.3660
22 C -0.3041 2.4814 -1.8350
23 H 3.1036 1.7395 0.2645
24 H 4.2235 0.9568 -2.0797
25 C 2.8159 -0.6643 -1.9734
26 C 0.8927 -2.2572 0.8281
27 H -4.6760 -1.8398 -0.7890
28 C -1.5148 -3.6095 0.5774
29 C -0.1754 -1.5169 0.3365
30 H -2.7495 -5.3615 0.6972
31 N 2.7264 1.4349 -0.6214
32 H 1.8621 -1.7875 0.9467
33 C 0.8020 -3.6058 1.2028
34 I -2.6599 0.3904 -0.8344
35 H -0.3736 2.6308 -3.6955
36 C -0.4895 2.9958 -0.5526
37 H 1.6768 -4.1175 1.5889
38 H -1.3756 4.9534 -0.8346
39 C -0.8764 4.5557 1.2205
40 N -0.0330 2.0641 0.3602
41 O 3.3895 -1.3384 -2.8134
42 Ti 0.6802 0.3406 -0.2615
43 H 2.5467 2.2482 -1.1954

Atomic partial charges in e from the Löwdin method, atoms 1 to 5: atom 1 (H): 0.091, atom 2 (H): 0.107, atom 3 (O): -0.128, atom 4 (C): -0.187, atom 5 (O): -0.180

---

No. 4
The following is a quantum chemistry calculation of a structure of composition C19H14N2RhS2 at a distorted geometry, from the OMol25 dataset.

Its expectation value of S² is 6.036. The value obtained for the highest occupied orbital energy (alpha / beta) is -10.9 / -11.1 eV. Its max |F| is 1.5 eV Å⁻¹. As for the HOMO-LUMO gap (alpha / beta): 7.6 / 4.3 eV. Its multiplicity is 5. For the LUMO energy (alpha / beta), the calculation gives -3.30 / -6.74 eV. As for the net charge: +1. The electronic energy comes out at -47580.41161 eV.

Positions of all 38 atoms, in Å:
1 H 0.2929 -0.9879 1.8253
2 N -0.7186 -1.1085 1.7233
3 S 2.2315 -3.9061 -2.7111
4 C -1.7032 0.3340 -0.7369
5 H -3.0695 2.9125 2.1180
6 C -2.4924 2.0297 3.9160
7 H -2.9206 2.8309 4.4975
8 C -1.7997 0.5930 -2.1049
9 C 2.5455 -1.6565 -1.4483
10 H -1.4709 -0.1523 -2.8327
11 C -2.0056 1.0861 1.6953
12 H 5.0968 -2.9685 -3.3027
13 H 4.9572 0.6370 -0.9901
14 C -2.1077 1.2813 0.2295
15 N 1.2739 -2.0374 -1.1883
16 H 2.6043 0.1748 -0.3410
17 H -0.8650 -0.8783 4.2371
18 C -1.3520 -0.0414 3.7566
19 S -0.6676 -3.7167 -1.5900
20 C -2.6341 2.4789 -0.2957
21 H -0.9638 -1.9669 2.2231
22 C -1.3916 0.0033 2.3631
23 H -2.9921 3.2604 0.3554
24 C -2.7355 2.7278 -1.6488
25 C -2.5580 2.0680 2.5414
26 Rh -0.7675 -1.5235 -0.5499
27 H -2.3447 1.9984 -3.6377
28 C 0.9452 -3.1810 -1.7748
29 C -1.8757 0.9630 4.5454
30 C 4.4616 -0.2508 -1.3486
31 C 5.1514 -1.1324 -2.1874
32 C 4.5598 -2.2891 -2.6605
33 H 6.1654 -0.8995 -2.4713
34 C -2.2956 1.7954 -2.5785
35 C 3.1640 -0.4962 -0.9752
36 C 3.2516 -2.5554 -2.2851
37 H -3.1712 3.6574 -1.9862
38 H -1.7971 0.9161 5.6192

Atomic partial charges in e from the Löwdin method, atoms 1 to 5: atom 1 (H): 0.105, atom 2 (N): -0.004, atom 3 (S): 1.104, atom 4 (C): -0.187, atom 5 (H): 0.097

---

Copy entry 4 word for word.
The following is a quantum chemistry calculation of a structure of composition C19H14N2RhS2 at a distorted geometry, from the OMol25 dataset.

Its expectation value of S² is 6.036. The value obtained for the highest occupied orbital energy (alpha / beta) is -10.9 / -11.1 eV. Its max |F| is 1.5 eV Å⁻¹. As for the HOMO-LUMO gap (alpha / beta): 7.6 / 4.3 eV. Its multiplicity is 5. For the LUMO energy (alpha / beta), the calculation gives -3.30 / -6.74 eV. As for the net charge: +1. The electronic energy comes out at -47580.41161 eV.

Positions of all 38 atoms, in Å:
1 H 0.2929 -0.9879 1.8253
2 N -0.7186 -1.1085 1.7233
3 S 2.2315 -3.9061 -2.7111
4 C -1.7032 0.3340 -0.7369
5 H -3.0695 2.9125 2.1180
6 C -2.4924 2.0297 3.9160
7 H -2.9206 2.8309 4.4975
8 C -1.7997 0.5930 -2.1049
9 C 2.5455 -1.6565 -1.4483
10 H -1.4709 -0.1523 -2.8327
11 C -2.0056 1.0861 1.6953
12 H 5.0968 -2.9685 -3.3027
13 H 4.9572 0.6370 -0.9901
14 C -2.1077 1.2813 0.2295
15 N 1.2739 -2.0374 -1.1883
16 H 2.6043 0.1748 -0.3410
17 H -0.8650 -0.8783 4.2371
18 C -1.3520 -0.0414 3.7566
19 S -0.6676 -3.7167 -1.5900
20 C -2.6341 2.4789 -0.2957
21 H -0.9638 -1.9669 2.2231
22 C -1.3916 0.0033 2.3631
23 H -2.9921 3.2604 0.3554
24 C -2.7355 2.7278 -1.6488
25 C -2.5580 2.0680 2.5414
26 Rh -0.7675 -1.5235 -0.5499
27 H -2.3447 1.9984 -3.6377
28 C 0.9452 -3.1810 -1.7748
29 C -1.8757 0.9630 4.5454
30 C 4.4616 -0.2508 -1.3486
31 C 5.1514 -1.1324 -2.1874
32 C 4.5598 -2.2891 -2.6605
33 H 6.1654 -0.8995 -2.4713
34 C -2.2956 1.7954 -2.5785
35 C 3.1640 -0.4962 -0.9752
36 C 3.2516 -2.5554 -2.2851
37 H -3.1712 3.6574 -1.9862
38 H -1.7971 0.9161 5.6192

Atomic partial charges in e from the Löwdin method, atoms 1 to 5: atom 1 (H): 0.105, atom 2 (N): -0.004, atom 3 (S): 1.104, atom 4 (C): -0.187, atom 5 (H): 0.097

---

Q: Among the records above, which one has the highest multiplicity?
A: C19H14N2RhS2

---

Q: What is the electronic energy in the first record?
A: -37214.00753 eV

---

Q: Among the records above, which one has the highest max |F|?
A: C19H14ClFO